[1]
The following is a DFT calculation (the ωB97M-V functional and the def2-TZVPD basis) of the ion C3H2NO2S2 with charge -1 in a non-equilibrium geometry.

```
10
Properties=species:S:1:pos:R:3:mulliken_charge:R:1
C -0.2959 1.5967 -0.0272 0.6407
C -2.7352 0.3469 -0.1690 0.0163
C -0.2200 0.1036 -0.3331 -0.5337
N -1.4321 2.1851 -0.0293 -0.4690
O 0.7636 2.1895 0.3602 -0.7365
O -5.1869 -0.6794 0.0972 -0.6011
S -1.6303 -0.8580 0.2640 -0.0983
S -4.3509 0.5562 -0.0977 0.1952
H -0.3676 -0.0686 -1.4283 0.2374
H 0.6942 -0.4093 -0.0861 0.3490
```

Summary:
**Total charge**: -1
**F_max**: 3.34 eV/Å
**HOMO level (alpha / beta)**: -0.1625 / -0.1625 hartree
**ΔE to the lowest compared entry with this formula, charge and spin**: 349.5 kJ/mol
**Total energy**: -1117.04524 Eh
**Frontier orbital gap (alpha / beta)**: 7.550 / 7.540 eV



[2]
The following is a DFT calculation (the ωB97M-V functional and the def2-TZVPD basis) of the ion C59H77N4 with charge +1 in a non-equilibrium geometry.

```
140
Properties=species:S:1:pos:R:3:mulliken_charge:R:1
C -5.9274 -0.4099 4.8218 -0.5330
C -6.7518 0.5868 3.9970 -0.5733
C -5.8532 1.0548 2.8381 -0.7974
N -4.6668 0.2254 2.8807 0.1105
C -3.5989 0.4321 2.0386 1.0546
C -3.5325 1.5322 1.1367 -1.2998
C -2.3163 1.9429 0.5846 0.1317
C -1.1627 1.1552 0.7393 -0.0857
C 0.2497 1.6987 0.3201 0.8746
C 1.1576 1.1828 1.4603 -0.0866
C 1.7411 -0.0960 1.3370 0.1193
C 2.6867 -0.5311 2.2451 -1.1002
C 2.9818 0.2876 3.3524 0.7546
N 4.0799 -0.0254 4.0938 0.0779
C 4.5910 0.7969 5.1658 -0.4902
C 5.8453 0.0614 5.6723 -0.6306
C 5.9905 -1.2226 4.8349 -0.6181
C 4.9103 -1.1584 3.7497 -0.6371
C 2.1716 1.4191 3.6298 -1.4066
C 1.2191 1.8283 2.7007 -0.7667
C -1.3190 -0.0956 1.3745 -0.0474
C -2.4790 -0.4339 2.0592 -1.1084
C -4.5706 -0.5607 4.1074 -0.6450
H -5.7784 -0.0438 5.8424 0.2813
H -6.4287 -1.3784 4.8876 0.2615
H -7.6557 0.1098 3.6084 0.2637
H -7.0593 1.4404 4.6079 0.2900
H -6.3654 0.9716 1.8674 0.3105
H -5.6013 2.1200 2.9759 0.4046
H -4.4364 2.1022 0.9314 0.4523
H -2.2632 2.8657 -0.0009 0.3986
H 0.2207 2.8001 0.2972 -0.9186
H 1.4515 -0.7947 0.5530 0.7533
H 3.1955 -1.4790 2.0882 0.4935
H 4.8323 1.8147 4.8090 0.1531
H 3.8279 0.9123 5.9511 0.3205
H 6.7192 0.7060 5.5431 0.2982
H 5.7307 -0.1699 6.7345 0.2951
H 6.9784 -1.3000 4.3757 0.3190
H 5.8231 -2.1098 5.4540 0.2856
H 4.3207 -2.0868 3.7176 0.2568
H 5.3669 -1.0387 2.7498 0.3492
H 2.3050 1.9627 4.5604 0.4196
H 0.5111 2.6353 2.9112 0.8839
H -0.5241 -0.8483 1.3815 0.5444
H -2.5241 -1.3647 2.6332 0.2725
H -3.7655 -0.1821 4.7640 0.3250
H -4.3358 -1.6146 3.8970 0.2851
C 3.9348 2.5099 0.6469 -0.5706
C 3.7002 4.0123 0.6320 2.9236
C 4.2312 4.5335 1.9725 -2.1968
C 4.5410 4.6519 -0.4800 -1.4179
C 2.1840 4.3335 0.4880 -0.4013
C 1.4504 4.6599 1.6382 0.1960
C 0.1016 5.0144 1.5641 -1.1173
C -0.4688 5.3048 0.3248 -0.6320
C 0.3338 5.2861 -0.8267 0.0694
C 0.0025 6.2710 -1.9893 2.2106
C -0.6101 5.5682 -3.2005 -1.5139
C 1.2499 7.0762 -2.3775 -1.6013
C -1.0563 7.2880 -1.5388 -2.0180
C 1.4674 4.3967 -0.7559 -0.9009
N 1.7585 3.5024 -1.8483 1.3407
C 2.3985 3.9840 -3.0727 -1.6840
C 2.5619 2.7714 -3.9266 0.0701
N 1.9077 1.7078 -3.1655 1.5400
C 1.8654 0.4221 -3.8305 -2.0107
C 3.0441 -0.3798 -3.9311 0.7448
C 4.4700 -0.1381 -3.3417 1.7744
C 5.1182 -1.4671 -2.9061 -1.7998
C 4.4778 0.7643 -2.1242 -0.8170
C 5.3921 0.4334 -4.4272 -1.7018
C 3.0028 -1.5221 -4.7323 -0.5252
C 1.8105 -2.0049 -5.2428 -1.5474
C 0.6901 -1.1950 -5.1862 -0.2558
C 0.7530 0.0970 -4.6563 1.0236
C -0.3653 1.0591 -5.1675 2.4183
C -1.6625 0.2723 -5.4077 -2.0505
C 0.0577 1.6778 -6.5083 -1.8734
C -0.7027 2.1774 -4.2052 -0.8383
C 1.4383 2.1810 -1.9703 -0.7043
C 0.8562 1.2599 -0.9270 0.8706
C 0.1856 0.0465 -1.5559 2.4488
C 0.9561 -1.1026 -1.6887 0.1466
C 0.3495 -2.3128 -2.0181 -1.1476
C -1.0353 -2.3654 -2.1800 -1.2637
C -1.8083 -1.2121 -2.0583 -1.1428
C -1.1853 0.0059 -1.7824 -0.2678
H 3.5506 2.0387 -0.2612 -1.0451
H 5.0077 2.2851 0.7406 0.9477
H 3.4203 2.0388 1.4882 -0.6519
H 3.9989 5.5974 2.0882 0.3825
H 3.8186 3.9676 2.8149 0.3392
H 5.3214 4.4159 2.0101 0.4794
H 4.2104 5.6824 -0.6728 0.2961
H 5.5960 4.6918 -0.1652 0.4566
H 4.5162 4.0748 -1.4121 0.1030
H 1.9162 4.6331 2.6284 0.4427
H -0.4844 5.1396 2.4819 0.4455
H -1.5207 5.6167 0.2829 0.4108
H -1.3928 4.8672 -2.8833 0.2005
H -1.0660 6.3178 -3.8657 0.5633
H 0.1166 5.0220 -3.8050 0.2456
H 1.5956 7.6600 -1.5141 0.4042
H 2.0829 6.4457 -2.7043 0.1221
H 1.0098 7.7723 -3.1939 0.4236
H -0.7703 7.7895 -0.6091 0.4217
H -1.1782 8.0614 -2.3077 0.4268
H -2.0300 6.8052 -1.4055 0.4398
H 1.7845 4.7249 -3.5873 1.0091
H 3.3567 4.4612 -2.8386 0.7943
H 2.0761 2.8386 -4.9101 -0.1010
H 3.6158 2.5198 -4.0951 0.1299
H 5.3954 -2.0952 -3.7590 0.5278
H 6.0468 -1.2582 -2.3597 0.4493
H 4.4595 -2.0456 -2.2491 0.3104
H 3.9760 1.7091 -2.3231 -0.4920
H 3.9989 0.2674 -1.2702 0.1336
H 5.5122 1.0162 -1.8387 0.7157
H 5.0163 1.3690 -4.8528 0.2954
H 6.3835 0.6248 -3.9936 0.4478
H 5.5118 -0.2860 -5.2457 0.4012
H 3.9175 -2.0783 -4.9427 0.3063
H 1.7656 -2.9851 -5.7207 0.4179
H -0.2324 -1.5830 -5.6189 0.3185
H -1.9088 -0.3459 -4.5360 0.3931
H -2.4984 0.9617 -5.5780 0.4365
H -1.5838 -0.3617 -6.2985 0.4549
H 0.9974 2.2380 -6.4286 0.2853
H 0.1927 0.9006 -7.2704 0.4230
H -0.7211 2.3723 -6.8561 0.4191
H 0.1151 2.8897 -4.0969 -0.2566
H -1.5784 2.7320 -4.5723 0.9386
H -0.9407 1.7814 -3.2180 -0.5111
H 1.8639 0.8919 -0.6420 -1.2908
H 2.0353 -1.0501 -1.4880 0.4504
H 0.9904 -3.1856 -2.1549 0.4582
H -1.5133 -3.3160 -2.4170 0.4143
H -2.8987 -1.2417 -2.1687 0.5422
H -1.7812 0.9164 -1.6566 0.2518
```

Summary:
**Total charge**: +1
**F_max**: 3.95 eV/Å
**HOMO level**: -0.3273 hartree
**ΔE to the lowest compared entry with this formula, charge and spin**: 0.0 kJ/mol
**Total energy**: -2513.13240 Eh
**Frontier orbital gap**: 6.851 eV



[3]
The following is a DFT calculation (the ωB97M-V functional and the def2-TZVPD basis) of a structure of composition C7H10BF10N5O4S2Tc.

```
40
Properties=species:S:1:pos:R:3:mulliken_spin:R:1
Tc 1.7411 -1.0675 0.4720 0.9200
F 2.0200 -3.7988 -3.5441 0.0001
C 2.1705 -2.5256 -3.2994 0.0000
F 1.9011 -1.7804 -4.3325 -0.0001
F 3.3442 -2.2572 -2.7866 0.0002
S 0.8587 -2.0924 -1.9918 0.0059
O 1.0993 -0.6962 -1.4916 0.0063
O -0.4247 -2.4546 -2.4374 0.0008
N 1.3869 -2.7383 -0.5701 -0.0023
S 0.8128 -3.7046 0.6299 -0.0087
O 1.2686 -5.0282 0.6392 -0.0021
O 1.2043 -2.7209 1.6740 -0.0124
C -1.0726 -3.6691 0.5728 0.0010
F -1.4967 -4.1351 1.7120 0.0008
F -1.4191 -2.3909 0.4189 0.0014
F -1.4661 -4.3901 -0.4386 0.0006
F 4.2501 -1.1023 -0.4459 0.0111
B 5.4680 -1.1440 0.1562 -0.0083
F 2.8551 -0.5727 1.7748 0.0726
F 6.3642 -0.2870 -0.2157 -0.0001
F 5.6241 -2.0395 1.0898 -0.0004
C -3.2668 2.4320 -0.4260 0.0000
C -2.8670 3.4297 0.6554 -0.0005
C -2.1508 4.6493 0.0877 0.0004
C -2.0955 2.7391 1.7911 0.0000
N -0.9740 1.8960 1.3085 0.0024
C -0.7594 0.6089 1.5080 0.0228
N 0.3854 0.3256 0.8900 -0.0236
N 0.8330 1.4573 0.3116 0.0061
N 0.0338 2.4009 0.5637 0.0048
H -3.9849 2.8848 -1.1069 0.0000
H -3.7354 1.5364 -0.0102 0.0000
H -2.4025 2.1341 -1.0272 0.0002
H -3.7766 3.7761 1.1560 0.0000
H -1.2230 4.3798 -0.4142 -0.0002
H -1.9267 5.3808 0.8645 0.0000
H -2.7926 5.1387 -0.6442 0.0000
H -2.7445 2.0452 2.3249 0.0003
H -1.6616 3.4410 2.5025 -0.0001
H -1.3809 -0.0606 2.0789 0.0012
```

Summary:
**Multiplicity**: 2
**Total charge**: +2
**F_max**: 0.80 eV/Å
**HOMO level (alpha / beta)**: -0.6349 / -0.6349 hartree
**Total energy**: -2747.57837 Eh
**Frontier orbital gap (alpha / beta)**: 7.215 / 7.396 eV